A molecular structure, C36H37As3N2O6PdS2. Source: the OMol25 dataset; level of theory: ωB97M-V/def2-TZVPD.

Geometry (Å):
Pd -1.05458 -0.22440 -0.30833
C 0.18012 3.47698 -0.53701
C 1.24980 2.46433 -0.15282
As 0.91666 0.68808 -0.94583
C 2.71275 -0.04902 -0.66600
C 3.37051 -0.76014 -1.66673
C 4.58114 -1.38660 -1.40144
C 5.15282 -1.30302 -0.13822
C 4.50237 -0.59598 0.86424
C 3.28597 0.02012 0.60147
C 1.08019 1.22424 -2.81740
C 0.02203 0.93693 -3.66997
C 0.06076 1.35018 -4.99586
C 1.15935 2.04816 -5.47569
C 2.22331 2.33455 -4.62845
C 2.18080 1.92343 -3.30394
As -1.68027 2.93674 -0.05289
C -1.34698 2.75537 1.86846
C -1.71511 1.57228 2.50313
C -1.40784 1.37604 3.84796
C -0.75183 2.36591 4.56138
C -0.39826 3.55865 3.93774
C -0.69120 3.74817 2.59631
C -2.34020 4.80523 0.00451
C -3.20592 5.23257 1.01064
C -3.74655 6.51076 0.99505
C -3.43517 7.39079 -0.03295
C -2.58401 6.97638 -1.04735
C -2.04796 5.69511 -1.02822
H 0.19533 3.65069 -1.61594
H 0.37408 4.43304 -0.04437
H 1.25426 2.32303 0.93051
H 2.24306 2.80716 -0.45694
H 2.91169 -0.86809 -2.64415
H 5.07072 -1.95308 -2.18574
H 6.09544 -1.79659 0.06762
H 4.93035 -0.54097 1.85780
H 2.76714 0.53416 1.40352
H -0.82174 0.37580 -3.28302
H -0.76541 1.11493 -5.65529
H 1.19215 2.36458 -6.51182
H 3.08652 2.87392 -5.00155
H 3.01723 2.13971 -2.64716
H -2.22750 0.78602 1.95616
H -1.65805 0.42611 4.30130
H -0.50444 2.20734 5.60484
H 0.11385 4.33589 4.49451
H -0.41165 4.67966 2.11461
H -3.45118 4.55887 1.82347
H -4.41302 6.82097 1.79152
H -3.85507 8.38958 -0.04476
H -2.33664 7.65144 -1.85874
H -1.39038 5.38873 -1.83466
O -4.60496 -1.59033 2.20622
As -3.96470 -1.95533 0.61271
O -5.21286 -2.41602 -0.34333
O -3.08660 -0.63384 0.07929
C -2.84076 -3.55311 0.84405
C -3.03460 -4.44784 -0.21337
C -2.37962 -5.66551 -0.26278
C -1.52422 -6.02391 0.76977
C -1.32382 -5.15237 1.82449
C -1.96327 -3.91385 1.86852
S -1.54709 -2.95484 3.33964
O -2.18434 -3.67635 4.42919
O -2.08067 -1.60831 3.12785
O -0.09031 -2.99662 3.38058
H -3.82003 -1.46398 2.77998
H -3.73643 -4.16067 -0.98712
H -2.54060 -6.33403 -1.10049
H -1.00917 -6.97873 0.75037
H -0.64847 -5.40860 2.63196
S 1.15950 -2.79848 -3.48209
C 1.54034 -3.38653 -1.93908
N 2.36325 -4.46617 -1.82561
C 2.98006 -4.88053 -0.57720
C 1.99732 -4.63712 0.55391
C 1.56205 -3.18696 0.52040
N 1.09192 -2.84118 -0.81703
H 2.76297 -4.74989 -2.70286
H 3.90512 -4.31809 -0.39177
H 3.23960 -5.93834 -0.65859
H 2.45631 -4.85949 1.51838
H 1.12779 -5.27994 0.43077
H 2.40292 -2.53760 0.78618
H 0.76523 -2.99230 1.23825
H 0.54877 -1.96786 -0.87468

Forces on the atoms, in the same order (eV/Å):
Pd 0.101 0.161 -0.166
C 0.027 -0.003 0.014
C -0.025 -0.010 0.031
As -0.053 0.044 0.114
C -0.007 -0.008 0.004
C 0.024 0.055 0.002
C -0.006 0.003 -0.021
C 0.000 0.003 0.014
C 0.024 0.010 -0.009
C 0.000 0.031 0.017
C 0.035 0.006 0.005
C 0.017 -0.015 -0.008
C 0.005 -0.006 -0.010
C -0.004 0.005 -0.010
C 0.007 -0.002 0.007
C -0.003 0.013 -0.024
As -0.002 -0.053 -0.019
C -0.020 -0.021 -0.012
C -0.005 0.007 0.000
C 0.026 -0.031 -0.019
C 0.011 0.003 0.006
C 0.008 0.014 -0.007
C -0.001 0.000 0.032
C -0.015 0.008 0.025
C -0.007 0.009 -0.013
C -0.001 -0.005 0.010
C -0.002 0.009 -0.006
C -0.002 0.006 -0.002
C 0.011 -0.001 -0.002
H -0.011 -0.010 -0.009
H 0.011 0.001 -0.028
H 0.022 -0.013 -0.010
H -0.012 0.023 0.000
H 0.058 0.023 0.050
H -0.005 0.002 0.000
H 0.007 -0.003 0.003
H 0.001 0.003 0.010
H -0.002 -0.009 -0.003
H -0.014 0.001 0.015
H -0.005 0.003 -0.005
H -0.002 0.002 -0.001
H -0.003 0.000 -0.001
H -0.003 -0.006 -0.002
H 0.039 0.001 -0.032
H -0.034 0.007 -0.006
H -0.004 0.000 0.001
H 0.000 0.000 0.001
H 0.003 -0.002 -0.002
H -0.005 -0.005 0.006
H -0.001 -0.001 0.000
H -0.001 0.001 0.000
H 0.000 0.000 -0.002
H -0.002 0.001 0.004
O 0.063 0.042 0.027
As -0.154 0.123 -0.110
O 0.017 -0.016 0.015
O 0.115 -0.163 0.253
C 0.076 0.033 0.026
C 0.011 0.008 -0.002
C -0.009 0.001 -0.005
C 0.013 -0.014 0.008
C 0.048 -0.007 -0.014
C -0.017 0.039 -0.046
S -0.070 -0.139 -0.001
O 0.010 0.061 -0.010
O 0.063 0.001 0.009
O 0.006 0.072 -0.008
H -0.060 -0.043 -0.012
H -0.001 -0.016 -0.002
H 0.000 0.004 -0.004
H -0.003 0.004 0.008
H -0.021 -0.004 -0.002
S -0.081 -0.081 -0.029
C 0.063 0.020 -0.001
N 0.021 0.063 -0.005
C -0.008 -0.010 0.006
C 0.065 0.031 0.037
C -0.039 -0.017 0.018
N -0.037 0.267 0.120
H -0.014 -0.007 0.004
H -0.004 -0.005 -0.008
H -0.009 -0.005 0.006
H -0.016 0.002 -0.006
H -0.063 -0.059 -0.005
H 0.023 0.002 -0.003
H -0.004 -0.022 -0.025
H -0.161 -0.411 -0.182

Computed properties:
relative energy (zero: lowest compared OMol25 entry of this formula, charge and spin) = 0.00 kJ/mol
lowest unoccupied orbital energy = 4.06 eV
gap between HOMO and LUMO = 5.9594 eV
total charge = -2
highest occupied orbital energy = -0.070 Eh
2S+1 = 1
M = 989.0 g/mol
DFT total energy = -260867.0733 eV

=====

A single C2H4N2 molecule. Source: the OMol25 dataset; level of theory: ωB97M-V/def2-TZVPD.

Geometry (Å):
C 0.17993 -0.20045 1.66405
N -0.00052 0.50259 0.60467
N 0.16997 -0.33666 -0.58118
C -0.26874 0.07352 -1.64740
H 0.27623 -1.44042 1.51902
H -0.30337 0.44602 2.49514
H -0.41794 1.22448 -1.88830
H -0.20826 -0.63002 -2.39022

Forces on the atoms, in the same order (eV/Å):
C -2.550 -0.733 -0.861
N 1.080 -1.036 -1.053
N 0.285 -1.299 4.175
C 0.032 5.031 -1.098
H 0.089 3.488 0.909
H 1.615 -1.827 -0.405
H -0.454 -2.331 0.612
H -0.096 -1.292 -2.278

Computed properties:
relative energy (zero: lowest compared OMol25 entry of this formula, charge and spin) = 321.23 kJ/mol
lowest unoccupied orbital energy = 0.72 eV
gap between HOMO and LUMO = 10.0882 eV
highest occupied orbital energy = -0.344 Eh
2S+1 = 1
M = 56.1 g/mol
DFT total energy = -5115.6308 eV